[1]
DFT (ωB97M-V/def2-TZVPD) results for the molecule C4H6O2.

Computed properties:
SMILES   O=COC1CC1
Calculated total energy   -306.4398 Eh
Frontier orbital gap   11.710 eV
LUMO level   1.09 eV
Max |F|   0.0110 Eh/bohr

Positions of all 12 atoms, in Å:
O  2.120  0.223  1.325
C  1.906  0.182  0.150
O  1.112  -0.726  -0.480
C  -0.144  -0.712  0.167
C  -1.349  -0.410  -0.653
C  -0.755  0.648  0.237
H  2.243  0.930  -0.580
H  -0.214  -1.381  1.018
H  -1.217  -0.282  -1.723
H  -2.278  -0.874  -0.343
H  -0.223  1.440  -0.288
H  -1.201  0.960  1.171

[2]
DFT (ωB97M-V/def2-TZVPD) results for a cluster of 2 separate species, C4H6O2 in total in a non-equilibrium geometry.

Computed properties:
SMILES   C=C=O.CC=O
Calculated total energy   -306.4408 Eh
Frontier orbital gap   10.268 eV
LUMO level   0.75 eV
Max |F|   0.0197 Eh/bohr

Positions of all 12 atoms, in Å:
C  -0.465  1.937  -0.687
C  0.513  1.321  -1.307
O  1.392  0.753  -1.830
H  -1.234  2.418  -1.273
H  -0.515  1.938  0.398
C  -0.016  -1.823  0.280
C  0.274  -0.588  1.087
O  -0.432  -0.139  1.959
H  0.246  -1.664  -0.775
H  -1.068  -2.096  0.383
H  0.605  -2.644  0.661
H  1.228  -0.079  0.825

[3]
DFT (ωB97M-V/def2-TZVPD) results for a structure of composition C4H6O2.

Computed properties:
Calculated total energy   -306.3036 Eh
Frontier orbital gap   9.234 eV
LUMO level   0.44 eV
Max |F|   0.0104 Eh/bohr

Positions of all 12 atoms, in Å:
O  -1.007  -0.333  -0.673
C  -0.453  1.176  -1.494
C  0.563  1.324  -0.510
C  0.181  0.265  0.180
C  0.540  -0.555  1.363
O  0.951  -1.872  1.055
H  -1.863  -0.180  -0.237
H  -1.340  1.814  -1.498
H  -0.217  0.816  -2.493
H  1.316  0.028  1.880
H  -0.316  -0.677  2.039
H  1.646  -1.807  0.388

[4]
DFT (ωB97M-V/def2-TZVPD) results for the molecule C4H6O2.

Computed properties:
Calculated total energy   -306.3499 Eh
Frontier orbital gap   9.128 eV
LUMO level   0.23 eV
Max |F|   0.0104 Eh/bohr

Positions of all 12 atoms, in Å:
O  2.438  -0.572  -0.096
C  1.663  0.122  0.499
C  0.240  0.363  0.047
C  -0.399  -0.675  -0.857
C  -1.810  0.736  1.243
O  -0.525  0.588  1.277
H  1.971  0.670  1.407
H  0.238  1.353  -0.423
H  0.166  -1.588  -1.036
H  -0.637  -0.231  -1.818
H  -1.344  -0.976  -0.407
H  -2.096  0.579  0.171

[5]
DFT (ωB97M-V/def2-TZVPD) results for the molecule C4H6O2.

Computed properties:
Calculated total energy   -306.3241 Eh
Frontier orbital gap   9.422 eV
LUMO level   0.64 eV
Max |F|   0.0090 Eh/bohr

Positions of all 12 atoms, in Å:
C  2.260  0.909  0.734
O  1.579  -0.196  0.724
C  0.706  -0.591  -0.360
C  -0.700  -0.702  0.167
C  -1.596  0.453  0.113
O  -1.710  -0.613  -0.822
H  0.762  0.158  -1.160
H  2.029  1.426  -0.246
H  1.075  -1.553  -0.725
H  -0.863  -1.461  0.932
H  -1.228  1.394  -0.296
H  -2.410  0.535  0.831

[6]
DFT (ωB97M-V/def2-TZVPD) results for the molecule C4H6O2.

Computed properties:
SMILES   C[C@@]1(C=O)CO1
Calculated total energy   -306.4333 Eh
Frontier orbital gap   10.734 eV
LUMO level   0.72 eV
Max |F|   0.0092 Eh/bohr

Positions of all 12 atoms, in Å:
C  -0.844  -1.161  -0.014
C  0.012  0.082  0.141
C  1.478  -0.127  0.438
O  2.226  0.763  0.751
C  -0.295  1.376  -0.504
O  -0.593  1.156  0.854
H  -0.277  -2.064  0.240
H  -1.687  -1.088  0.678
H  -1.239  -1.288  -1.026
H  1.842  -1.168  0.307
H  0.509  2.093  -0.663
H  -1.131  1.425  -1.202

[7]
DFT (ωB97M-V/def2-TZVPD) results for the molecule C4H6O2.

Computed properties:
SMILES   CCC(=O)C=O
Calculated total energy   -306.4719 Eh
Frontier orbital gap   9.375 eV
LUMO level   -0.49 eV
Max |F|   0.0112 Eh/bohr

Positions of all 12 atoms, in Å:
C  -1.628  -0.293  0.535
C  -0.116  -0.131  0.633
C  0.476  0.487  -0.606
O  -0.117  1.216  -1.371
C  1.941  0.171  -0.924
O  2.615  -0.568  -0.252
H  -2.105  0.659  0.289
H  -1.889  -1.010  -0.251
H  -2.040  -0.660  1.480
H  0.397  -1.078  0.832
H  0.152  0.530  1.471
H  2.315  0.677  -1.837

[8]
DFT (ωB97M-V/def2-TZVPD) results for the molecule C4H6O2.

Computed properties:
SMILES   O=CC[C@H]1CO1
Calculated total energy   -306.4345 Eh
Frontier orbital gap   10.937 eV
LUMO level   0.94 eV
Max |F|   0.0110 Eh/bohr

Positions of all 12 atoms, in Å:
O  -2.031  -1.184  -0.335
C  -1.045  -1.132  -1.033
C  0.000  -0.048  -0.924
C  -0.044  0.692  0.391
C  0.896  0.411  1.476
O  1.058  1.551  0.643
H  -0.872  -1.893  -1.825
H  -0.196  0.662  -1.744
H  0.997  -0.466  -1.108
H  -1.016  1.107  0.658
H  0.610  0.626  2.505
H  1.650  -0.369  1.357

Q: The highest calculated total energy belongs to which entry?
A: number 3